# 1
{
  "formula": "CH10O3",
  "method": "ωB97M-V with the def2-TZVPD basis set",
  "symbols": ["C", "H", "H", "H", "H", "H", "H", "O", "H", "H", "O", "H", "H", "O"],
  "coordinates": [[1.75689, 0.30185, 0.33982], [0.90524, -0.27456, 0.66643], [1.54270, 1.25458, -0.16140], [2.45677, -0.15368, -0.34335], [2.25099, 0.48600, 1.30380], [-1.52981, -2.02021, 1.32853], [-0.29803, -2.66685, 0.63597], [-0.59161, -2.20416, 1.44224], [-0.58585, 0.73715, -1.46175], [0.36237, 0.99357, -2.58374], [-0.38307, 1.37215, -2.12927], [-2.02118, -0.05047, 0.10897], [-1.54449, 1.39484, 0.47732], [-2.32092, 0.82979, 0.37645]],
  "forces_ev_per_angstrom": [[0.64, 1.05, 0.60], [-0.45, -0.32, -0.71], [-0.48, -0.14, 0.53], [0.03, -0.84, 0.05], [0.26, 0.25, -0.43], [0.02, -0.16, 0.01], [-0.32, 0.25, 0.53], [0.25, -0.12, -0.53], [-0.34, -0.60, 0.71], [0.48, -0.11, -0.36], [-0.12, 0.76, -0.49], [0.12, 0.43, 0.18], [-0.03, -0.26, -0.02], [-0.07, -0.19, -0.09]],
  "mulliken_charge": [-0.919, 0.104, 0.283, 0.286, 0.286, 0.309, 0.329, -0.653, 0.255, 0.320, -0.606, 0.279, 0.335, -0.607],
  "e_lumo_ev": 0.288,
  "de_lowest_ev": 0.772,
  "mol_weight_da": 70.1,
  "energy_ev": -7341.2841,
  "e_homo_ha": -0.43058
}

---

# 2
{
  "formula": "C17H50N11O2P2",
  "method": "ωB97M-V with the def2-TZVPD basis set",
  "symbols": ["C", "N", "C", "N", "C", "C", "N", "C", "N", "N", "H", "H", "H", "H", "H", "H", "H", "H", "H", "H", "H", "H", "H", "H", "O", "P", "N", "C", "C", "N", "C", "C", "N", "C", "C", "H", "H", "H", "H", "H", "H", "H", "H", "H", "H", "H", "H", "H", "H", "H", "H", "H", "H", "O", "P", "N", "C", "C", "N", "C", "C", "N", "C", "C", "H", "H", "H", "H", "H", "H", "H", "H", "H", "H", "H", "H", "H", "H", "H", "H", "H", "H"],
  "coordinates": [[3.90245, 1.85929, 0.67143], [4.08029, 2.36636, -0.69926], [3.76010, 3.75327, -0.88693], [2.42520, 3.98205, -1.48715], [2.14345, 5.35480, -1.97930], [1.81908, 6.05667, -0.64949], [0.82526, 5.02819, -0.17440], [1.33176, 3.81898, -0.62930], [0.82799, 2.67406, -0.32927], [-0.27292, 2.50111, 0.50902], [3.14751, 2.41270, 1.24163], [3.57118, 0.82098, 0.62009], [4.86300, 1.87923, 1.18717], [3.63711, 1.77780, -1.39133], [4.47277, 4.18032, -1.60076], [3.92827, 4.29064, 0.05372], [1.18004, 5.21047, -2.47001], [2.91995, 5.83903, -2.55994], [1.27163, 6.99270, -0.72726], [2.60470, 6.03586, 0.10388], [0.64575, 4.98581, 0.82460], [1.28634, 1.86348, -0.74925], [-0.83629, 3.34780, 0.54242], [-0.87398, 1.81146, 0.06041], [-3.20078, 1.33622, 2.14995], [-3.48072, 0.19079, 3.11030], [-2.22765, -0.83062, 2.53284], [-2.21022, -2.26720, 2.37342], [-0.88181, -0.32441, 2.79693], [-5.06239, -0.20630, 2.51463], [-5.24370, -1.24978, 1.52075], [-5.85391, 0.96505, 2.13746], [-3.78911, -0.61424, 4.58531], [-2.76996, -0.49622, 5.62707], [-4.85223, -1.54990, 4.89820], [-2.11983, -2.81660, 3.32367], [-1.35613, -2.55365, 1.75601], [-3.08409, -2.63818, 1.84479], [-0.54218, -0.59331, 3.80723], [-0.80413, 0.75866, 2.69852], [-0.16143, -0.74514, 2.09256], [-4.59217, -1.11576, 0.64571], [-6.27790, -1.26022, 1.17434], [-5.07856, -2.24203, 1.94526], [-5.58451, 1.34354, 1.14499], [-5.71970, 1.77524, 2.85340], [-6.91436, 0.70427, 2.13253], [-2.10922, -1.37069, 5.64538], [-3.22309, -0.38847, 6.61373], [-2.15470, 0.39112, 5.46899], [-4.65330, -2.53671, 4.46998], [-5.82294, -1.20110, 4.56049], [-4.93874, -1.67070, 5.98070], [1.30600, -0.18794, -1.89898], [1.92878, -1.42607, -2.53106], [0.75355, -1.70835, -3.74344], [0.33127, -2.98960, -4.26776], [0.60342, -0.64751, -4.73848], [1.77778, -2.47880, -1.15830], [0.64713, -3.38434, -1.02700], [2.00540, -1.80732, 0.11650], [3.13735, -2.43008, -3.19509], [3.79079, -1.95443, -4.41492], [3.50003, -3.78360, -2.81614], [1.06335, -3.44950, -4.94753], [-0.59314, -2.86187, -4.83208], [0.09322, -3.70317, -3.48596], [1.37719, -0.69878, -5.51492], [0.66346, 0.33416, -4.26697], [-0.37133, -0.70583, -5.22472], [-0.31790, -2.87303, -1.14724], [0.66105, -3.85798, -0.04394], [0.70940, -4.20939, -1.73652], [1.12191, -1.25273, 0.45475], [2.83703, -1.10650, 0.04439], [2.26466, -2.54306, 0.88074], [3.35355, -2.41271, -5.30874], [4.85884, -2.17540, -4.40337], [3.69810, -0.87115, -4.50823], [2.77333, -4.50824, -3.19346], [3.59987, -3.90087, -1.74170], [4.47470, -4.04263, -3.23565]],
  "forces_ev_per_angstrom": [[0.11, -0.28, -0.47], [-0.57, 0.20, 0.64], [1.00, -0.32, -0.52], [-0.53, -0.23, -0.33], [0.04, 0.12, 1.44], [-1.56, -0.69, 0.11], [0.61, -1.08, 0.14], [0.33, 0.91, 0.39], [0.30, 0.23, -0.75], [-0.25, -0.45, 0.16], [0.12, 0.01, 0.05], [0.07, 0.05, 0.10], [-0.15, 0.07, 0.19], [0.05, 0.05, -0.08], [-0.28, 0.13, -0.08], [-0.19, -0.13, 0.06], [0.31, 0.71, -0.71], [0.06, -0.40, -0.19], [0.43, 0.17, -0.03], [0.37, 0.67, -0.44], [-0.31, 0.31, -0.05], [-0.43, -0.45, 0.08], [0.21, 0.14, -0.09], [0.07, -0.22, 0.27], [0.67, 1.57, 3.25], [-2.15, -3.69, -4.28], [0.82, 0.32, -0.31], [-0.38, -0.35, 0.64], [0.14, 0.16, 0.07], [-0.27, -0.20, -0.01], [0.23, -0.31, 0.10], [0.17, 0.19, 0.04], [1.23, 2.28, 0.64], [0.24, -0.14, -0.11], [-0.70, 0.10, 0.08], [0.00, -0.04, -0.02], [0.09, 0.17, 0.04], [-0.09, 0.09, 0.13], [0.12, -0.04, -0.04], [-0.31, -0.01, 0.00], [-0.10, -0.12, -0.05], [-0.05, -0.07, -0.04], [-0.01, 0.19, 0.03], [0.13, 0.02, 0.00], [0.00, 0.07, 0.03], [0.03, -0.01, -0.03], [0.03, -0.13, 0.03], [-0.02, 0.00, 0.06], [-0.07, 0.00, -0.04], [0.04, -0.03, -0.05], [-0.01, 0.03, -0.06], [0.09, -0.02, -0.20], [0.26, 0.09, 0.00], [3.02, 1.62, -1.07], [-4.05, -4.42, 1.46], [-0.31, 0.86, -0.05], [0.60, -0.46, -0.18], [-0.04, 0.36, 0.22], [-0.10, -0.10, 0.24], [-0.10, -0.16, -0.29], [0.04, 0.18, -0.07], [0.94, 2.46, -0.29], [-0.21, 0.00, -0.21], [0.42, -0.24, 0.60], [-0.01, -0.02, 0.00], [0.04, 0.20, -0.02], [0.15, 0.04, 0.04], [-0.10, -0.03, -0.10], [0.06, -0.07, 0.07], [-0.01, -0.12, 0.04], [-0.03, -0.08, 0.01], [0.09, 0.16, 0.07], [-0.03, 0.06, -0.05], [0.05, 0.07, 0.02], [-0.01, -0.04, -0.01], [-0.02, -0.08, -0.07], [0.05, -0.02, 0.00], [-0.02, -0.02, 0.07], [-0.07, 0.00, -0.03], [-0.05, 0.04, 0.03], [-0.20, 0.04, -0.01], [-0.05, 0.20, -0.18]],
  "mulliken_charge": [-0.186, -0.259, -0.783, 0.064, -0.564, -0.460, -0.528, 0.330, 0.676, -0.736, 0.239, -0.119, 0.308, 0.199, 0.377, 0.470, 0.362, 0.387, 0.332, 0.294, 0.299, -0.002, 0.284, 0.247, -0.835, 0.806, 0.212, -0.543, -0.345, 0.210, -1.101, -1.089, 0.055, -1.111, -0.844, 0.229, 0.068, 0.187, 0.286, 0.396, -0.380, 0.301, 0.398, 0.268, 0.310, 0.378, 0.327, 0.311, 0.391, 0.350, 0.265, 0.277, 0.361, -0.709, 0.433, 0.233, -0.784, -1.020, 0.428, -1.293, -1.272, 0.124, -1.057, -0.846, 0.227, 0.380, 0.132, 0.311, 0.193, 0.399, 0.338, 0.378, 0.335, 0.230, 0.073, 0.497, 0.299, 0.391, 0.318, 0.261, 0.262, 0.374],
  "e_lumo_ev": -2.146,
  "mol_weight_da": 502.6,
  "energy_ev": -57494.4713,
  "e_homo_ha": -0.36797,
  "charge": 1
}

---

# 3
{
  "formula": "C3H10NS",
  "method": "ωB97M-V with the def2-TZVPD basis set",
  "symbols": ["C", "S", "H", "H", "H", "C", "N", "C", "H", "H", "H", "H", "H", "H", "H"],
  "coordinates": [[3.01059, 0.26952, 0.35044], [1.96958, 1.68261, 0.95562], [3.99229, 0.60827, 0.01248], [3.17980, -0.32977, 1.24682], [2.61926, -0.34470, -0.46598], [-2.68084, -0.20710, 0.02770], [-2.44720, -0.88029, -1.24094], [-1.86894, -2.21516, -1.07573], [-3.34115, -0.90782, 0.55792], [-1.81431, 0.09393, 0.61233], [-3.36949, 0.63384, -0.09534], [-1.87599, -0.33375, -1.86699], [-1.01379, -2.38365, -1.72398], [-2.61342, -2.98539, -1.28414], [-1.43465, -2.30528, -0.07573]],
  "forces_ev_per_angstrom": [[0.11, 0.51, 0.66], [0.02, -0.29, -0.54], [0.08, 0.15, -0.01], [0.10, -0.45, -0.29], [-0.37, 0.04, 0.16], [-1.50, -0.45, -0.18], [0.27, 0.03, -0.40], [0.30, 0.46, 0.19], [0.50, 0.06, 0.52], [0.23, -0.12, 0.03], [0.43, 0.30, -0.28], [0.10, 0.15, 0.17], [-0.02, 0.08, -0.41], [0.03, -0.13, 0.27], [-0.27, -0.32, 0.12]],
  "mulliken_charge": [-0.740, -0.784, 0.200, 0.155, 0.177, -0.883, -0.385, -0.811, 0.339, 0.318, 0.303, 0.253, 0.328, 0.238, 0.292],
  "e_lumo_ev": 3.651,
  "de_lowest_ev": 1.492,
  "mol_weight_da": 92.2,
  "energy_ev": -15598.3092,
  "e_homo_ha": -0.07572,
  "charge": -1
}